{"formula": "C29H37BNO5PmS8", "method": "ωB97M-V/def2-TZVPD", "species": ["Pm", "C", "C", "S", "C", "C", "S", "C", "C", "S", "H", "H", "H", "H", "H", "H", "H", "H", "H", "H", "H", "H", "S", "S", "S", "S", "N", "S", "C", "C", "C", "C", "C", "C", "C", "C", "C", "C", "C", "C", "H", "H", "H", "H", "H", "H", "H", "H", "H", "H", "H", "C", "C", "C", "O", "H", "H", "H", "H", "H", "H", "H", "C", "O", "C", "O", "H", "H", "H", "O", "B", "O", "C", "C", "C", "C", "C", "C", "H", "H", "H", "H"], "positions_angstrom": [[-1.82129, 1.10850, 1.77784], [1.95661, -5.27768, -3.53994], [1.67853, -4.61008, -2.26997], [0.65760, -3.01908, -2.72181], [1.21679, -1.64656, -1.58029], [2.02406, -0.70201, -2.43490], [2.39689, -1.61502, -3.90597], [4.02636, -2.29187, -3.41260], [4.26399, -3.64995, -3.96527], [2.70670, -4.18322, -4.84421], [1.07190, -5.68156, -4.05470], [2.69523, -6.09516, -3.47540], [2.55242, -4.41821, -1.62608], [0.98585, -5.19679, -1.62196], [1.73740, -2.12869, -0.76341], [0.18290, -1.26268, -1.29186], [2.92243, -0.17581, -2.03958], [1.28565, 0.03164, -2.75652], [4.21409, -2.19925, -2.34617], [4.76828, -1.60031, -3.82303], [4.35083, -4.41572, -3.22621], [4.98314, -3.79190, -4.79736], [-4.51449, 1.32506, 2.95041], [-3.70102, 2.59064, 4.24578], [-1.85851, 1.86940, 4.41721], [-3.12872, -1.67076, 2.11405], [-2.35541, 3.20095, 0.80231], [-1.00568, 3.71313, -0.06355], [-0.52873, 5.13645, 0.91410], [0.16029, 6.19777, 0.30738], [0.82931, 7.14528, 1.06685], [0.66165, 7.06217, 2.46216], [-0.09577, 6.08787, 3.07710], [-0.68682, 5.12973, 2.26058], [-1.61014, 4.53350, -1.51625], [-2.71549, 5.36880, -1.47893], [-3.08941, 5.93808, -2.68323], [-2.27353, 5.88266, -3.82026], [-1.10648, 5.14734, -3.76175], [-0.77387, 4.48573, -2.60791], [-2.97180, 3.91944, 1.15286], [0.32337, 6.16486, -0.80818], [1.43804, 8.00103, 0.69340], [1.17889, 7.79330, 3.01300], [-0.22146, 5.93635, 4.13549], [-1.14415, 4.20535, 2.67059], [-3.26131, 5.38274, -0.55410], [-4.04821, 6.50801, -2.79163], [-2.62785, 6.38982, -4.79441], [-0.52372, 5.04200, -4.63159], [0.16704, 3.88910, -2.49974], [2.30186, -0.16445, 1.47533], [0.97408, -0.58930, 1.88526], [0.98302, -1.21856, 3.34344], [0.30381, 0.61848, 2.03836], [2.94175, -0.98577, 1.16878], [2.72989, 0.39870, 2.37295], [2.37434, 0.56093, 0.63131], [0.44719, -1.31821, 1.21745], [1.23395, -0.35785, 4.02769], [1.82199, -1.92781, 3.55394], [-0.02582, -1.63449, 3.58184], [-3.50037, -1.13923, -3.12144], [-2.46307, -0.46345, -2.35760], [-2.82602, 0.20648, -1.32590], [-2.02239, 0.21651, -0.37544], [-4.51007, -0.70672, -3.02796], [-3.63429, -2.18803, -2.80456], [-3.27219, -1.14579, -4.25332], [-2.56624, -4.06373, 3.49446], [-2.37719, -3.32912, 2.26850], [-1.10623, -3.84584, 1.66579], [-0.52763, -4.58907, 2.64727], [0.65329, -5.19809, 2.63281], [0.91849, -6.12126, 3.63354], [0.20533, -6.18250, 4.78612], [-1.05662, -5.52320, 4.90171], [-1.37190, -4.73076, 3.76337], [1.30109, -5.15615, 1.79784], [1.78113, -6.74877, 3.52799], [0.74343, -6.65057, 5.65374], [-1.82697, -5.57675, 5.64436]], "atomic_forces_ev_per_a": [[-0.970, -2.114, 0.697], [1.219, -0.755, -2.183], [-1.814, 1.652, 1.576], [-1.516, -2.504, 2.791], [-2.109, -1.519, 0.089], [-0.088, 0.900, -0.432], [3.181, 2.461, -1.557], [0.933, 2.009, -0.253], [-1.572, -1.314, -1.962], [0.178, -1.404, -0.017], [0.120, 0.189, 0.386], [-0.445, 0.017, 0.357], [-0.149, 0.350, -0.546], [0.484, 0.259, -0.551], [-0.054, 0.174, 0.340], [1.599, -0.090, 0.232], [-0.831, -0.505, 0.124], [0.338, 0.477, -0.098], [-0.516, -0.316, 0.305], [0.101, -0.107, -0.076], [0.651, -0.425, 0.554], [0.064, 0.500, 0.965], [-1.016, -0.887, -1.492], [-0.951, 1.875, 0.805], [2.390, -0.094, 0.689], [0.505, -2.196, -0.309], [2.415, -0.157, -1.757], [-3.607, -0.078, 2.331], [1.197, 1.570, -1.511], [1.161, -0.242, -1.889], [-0.628, 0.202, 0.775], [-0.015, 0.005, -0.589], [-0.168, -0.344, -0.804], [-0.433, -2.062, 1.129], [0.890, 0.975, 0.235], [0.099, -1.158, -0.619], [-1.208, 1.486, -0.421], [-1.079, 0.409, -0.896], [-0.580, 0.366, -0.230], [1.183, -1.245, 0.501], [0.073, 0.539, -0.023], [-0.328, 0.210, 1.274], [-0.629, -1.031, -0.098], [0.500, 0.770, 0.974], [0.174, 0.392, 0.234], [0.020, 0.826, 0.305], [-0.555, 0.321, 0.018], [0.975, -0.552, 0.413], [0.723, -0.925, 1.742], [0.839, -0.024, -0.854], [-0.946, 0.484, -0.429], [2.942, 1.011, -0.118], [-1.783, -0.254, 1.906], [0.754, 0.547, -0.004], [-1.520, 0.444, -0.520], [0.527, -0.402, 0.268], [-0.169, -0.821, -1.148], [-0.693, -0.426, 0.436], [0.406, 0.512, 0.126], [-0.641, -0.667, -0.598], [-0.785, -0.081, -0.481], [0.884, 0.269, -0.065], [-0.022, 0.225, -1.198], [1.161, -3.587, -3.781], [-3.499, 2.579, 2.768], [1.531, 0.098, -0.532], [0.580, 0.464, 0.382], [0.566, 0.418, 0.086], [0.171, 0.165, 1.803], [1.199, -0.898, 0.138], [1.114, 2.255, 0.759], [-0.924, 0.318, 0.957], [-2.271, 1.261, 0.093], [0.976, -1.755, -0.600], [1.198, 0.537, -0.073], [-0.911, -0.309, 2.261], [0.569, 1.278, -2.711], [-1.334, -0.519, 0.400], [0.500, 0.186, -0.862], [0.605, -0.003, 0.151], [-1.175, -0.018, -0.791], [0.240, -0.196, 0.702]], "s2": 6.006, "e_tot_ev": -146312.8422, "total_charge": -2, "multiplicity": 5, "lumo_ev": 3.455}


{"formula": "C43H37F11KN7O4", "method": "ωB97M-V/def2-TZVPD", "species": ["K", "C", "N", "C", "C", "N", "C", "C", "F", "C", "F", "C", "F", "C", "F", "C", "F", "C", "C", "N", "C", "C", "F", "C", "F", "C", "F", "C", "F", "C", "F", "H", "H", "H", "H", "H", "H", "H", "H", "H", "H", "H", "C", "C", "C", "C", "C", "C", "C", "F", "C", "C", "C", "O", "C", "C", "N", "C", "C", "O", "O", "H", "H", "H", "H", "H", "H", "H", "H", "H", "H", "H", "O", "C", "C", "C", "C", "C", "C", "N", "H", "H", "H", "H", "H", "H", "H", "H", "H", "H", "H", "N", "C", "C", "C", "C", "C", "N", "C", "H", "H", "H", "H"], "positions_angstrom": [[0.07491, 0.36663, -0.94822], [0.55891, 0.23226, -4.32829], [-0.53297, -0.40520, -3.62499], [-0.57884, -1.84019, -3.88412], [0.56881, -2.64740, -3.26088], [0.50905, -2.80773, -1.83107], [-0.23472, -3.76174, -1.30770], [-1.11713, -4.71444, -1.90879], [-1.34175, -4.70036, -3.25905], [-1.81927, -5.67464, -1.20397], [-2.63272, -6.52126, -1.87542], [-1.71497, -5.79326, 0.16507], [-2.39895, -6.74452, 0.85334], [-0.87034, -4.89657, 0.81485], [-0.72762, -4.99296, 2.15442], [-0.17598, -3.94346, 0.11989], [0.64634, -3.14059, 0.82467], [-1.79106, 0.24381, -3.97710], [-2.91318, 0.09429, -2.95649], [-2.66717, 0.99077, -1.84779], [-3.63777, 1.28783, -1.00779], [-4.99757, 0.83744, -0.95021], [-5.45557, -0.09239, -1.83739], [-5.91660, 1.26963, -0.01401], [-7.17829, 0.78663, -0.05540], [-5.58459, 2.18307, 0.96611], [-6.49593, 2.61969, 1.87507], [-4.27420, 2.64485, 0.97941], [-3.90694, 3.53865, 1.92482], [-3.36119, 2.21678, 0.05290], [-2.10649, 2.71487, 0.14731], [0.45776, 0.13362, -5.42853], [0.58122, 1.29426, -4.07508], [1.51126, -0.20570, -4.03254], [-1.51712, -2.22547, -3.48618], [-0.59826, -2.01682, -4.98151], [0.62130, -3.60038, -3.81026], [1.50892, -2.12777, -3.48554], [-1.58857, 1.31386, -4.05468], [-2.12972, -0.10094, -4.97474], [-3.85017, 0.30734, -3.49117], [-2.98165, -0.95618, -2.63578], [1.54184, 3.30159, 5.60019], [1.37933, 1.82368, 5.94793], [0.35834, 1.68478, 7.07221], [-0.06740, 0.24014, 7.27043], [-0.66663, -0.26588, 5.99134], [-1.72466, -1.14497, 5.96263], [-2.19967, -1.61660, 4.74352], [-3.24026, -2.48275, 4.76940], [-1.64284, -1.24235, 3.55464], [-0.57530, -0.33621, 3.56439], [0.03320, 0.03953, 2.26082], [-0.50222, -0.32704, 1.22410], [1.27391, 0.79610, 2.37304], [1.64631, 1.23372, 3.59477], [0.97544, 1.04059, 4.77145], [-0.10024, 0.16667, 4.77844], [2.20000, 1.24274, 1.22101], [3.40700, 0.98689, 1.37741], [1.64292, 1.88595, 0.30439], [1.72536, 3.86937, 6.51488], [0.62791, 3.67446, 5.13478], [2.36863, 3.48778, 4.91788], [2.34252, 1.43102, 6.29887], [-0.52111, 2.28759, 6.82557], [0.79749, 2.10236, 7.98068], [-0.78393, 0.14857, 8.08862], [0.80688, -0.36531, 7.53711], [-2.18373, -1.49003, 6.88130], [-1.99459, -1.62254, 2.60467], [2.57270, 1.78812, 3.67558], [2.30469, -0.29895, -1.44709], [3.43065, -0.66880, -1.70540], [4.04601, -1.81596, -0.94523], [3.93420, -3.10956, -1.75640], [4.47564, -2.95491, -3.18526], [5.69143, -2.02742, -3.24403], [5.31497, -0.55241, -3.43694], [4.15040, -0.07564, -2.70658], [3.48578, -1.89425, -0.01648], [5.08253, -1.58230, -0.69193], [2.88303, -3.41025, -1.77854], [4.49065, -3.89547, -1.23588], [3.69127, -2.55117, -3.83214], [4.72867, -3.93804, -3.58866], [6.33973, -2.28869, -4.08512], [6.29612, -2.15725, -2.34425], [5.08508, -0.41882, -4.49914], [6.18826, 0.07578, -3.22319], [3.64699, 0.69646, -3.11668], [-4.01306, 6.16713, -3.60883], [-3.11792, 5.71963, -3.04119], [-1.97711, 5.17682, -2.36505], [-1.36173, 5.88350, -1.32994], [-0.24962, 5.32813, -0.73458], [0.21868, 4.09869, -1.19347], [-0.37004, 3.42740, -2.17740], [-1.45076, 3.94297, -2.74193], [-1.76346, 6.83538, -1.00818], [0.25174, 5.82096, 0.08710], [1.06842, 3.61085, -0.72654], [-1.93956, 3.35191, -3.50629]], "atomic_forces_ev_per_a": [[-0.964, 0.251, -1.243], [0.045, -0.011, -0.048], [0.003, -0.014, -0.018], [-0.012, -0.014, -0.001], [-0.057, -0.024, -0.050], [-0.032, 0.037, -0.032], [0.005, -0.022, 0.070], [0.006, -0.009, -0.023], [-0.003, 0.008, 0.014], [0.001, -0.006, 0.034], [0.004, 0.006, -0.001], [0.011, 0.036, -0.012], [0.008, 0.001, -0.006], [-0.035, -0.034, -0.012], [-0.002, 0.001, -0.008], [0.022, 0.005, 0.003], [-0.006, -0.017, -0.013], [-0.021, -0.010, -0.024], [-0.066, -0.014, 0.009], [0.019, 0.015, -0.004], [-0.041, -0.027, -0.009], [0.021, 0.012, -0.001], [0.021, -0.005, 0.013], [0.018, 0.023, 0.015], [0.017, 0.001, -0.004], [0.009, -0.017, 0.004], [-0.001, -0.003, -0.017], [-0.025, 0.015, 0.018], [0.001, -0.014, -0.015], [0.014, 0.009, 0.000], [-0.008, -0.032, 0.002], [-0.002, 0.008, 0.006], [0.024, 0.001, 0.010], [0.006, 0.012, 0.000], [-0.002, -0.013, -0.019], [0.013, 0.010, 0.008], [0.000, 0.020, 0.010], [-0.017, -0.010, -0.007], [-0.017, -0.001, -0.059], [0.009, -0.038, 0.017], [0.011, 0.027, 0.025], [-0.023, 0.001, -0.026], [0.021, 0.012, 0.001], [0.017, -0.001, 0.039], [0.018, 0.006, -0.023], [0.009, -0.004, 0.010], [-0.008, 0.002, -0.007], [-0.003, -0.008, -0.001], [0.000, 0.010, 0.000], [0.006, -0.003, -0.011], [-0.011, 0.028, 0.011], [-0.016, -0.055, 0.001], [0.032, 0.096, 0.175], [-0.096, -0.195, 0.906], [-0.046, -0.034, 0.152], [0.128, 0.003, -0.089], [-0.061, 0.034, 0.008], [0.017, -0.058, -0.007], [0.129, 0.008, 0.132], [-0.021, 0.044, 0.013], [0.100, 0.211, 0.278], [0.005, 0.004, 0.000], [-0.006, -0.002, 0.009], [-0.009, -0.011, 0.004], [-0.008, -0.007, 0.021], [-0.005, -0.006, 0.000], [0.001, 0.004, -0.003], [-0.004, 0.002, -0.004], [-0.003, 0.003, 0.007], [0.000, 0.001, 0.003], [-0.003, 0.000, 0.000], [-0.016, -0.009, 0.001], [0.859, 0.123, -0.480], [-0.135, -0.294, 0.404], [0.064, 0.048, -0.033], [0.013, -0.080, -0.014], [0.018, 0.001, 0.037], [-0.043, 0.014, -0.025], [0.038, -0.007, 0.006], [-0.003, 0.036, -0.059], [-0.034, -0.009, -0.017], [-0.002, -0.006, -0.016], [0.012, 0.041, 0.012], [0.018, 0.013, -0.007], [0.006, -0.022, -0.009], [0.006, 0.001, -0.001], [-0.011, 0.002, -0.007], [0.013, 0.011, -0.004], [0.024, 0.018, 0.002], [-0.011, -0.011, 0.029], [-0.016, -0.038, -0.043], [0.014, 0.038, 0.031], [-0.089, -0.030, -0.096], [0.082, 0.039, 0.127], [0.014, -0.081, -0.044], [-0.036, 0.003, 0.008], [-0.012, 0.052, 0.070], [0.150, -0.166, -0.207], [-0.051, 0.037, 0.125], [-0.009, 0.003, 0.000], [-0.008, 0.006, 0.003], [0.008, 0.007, -0.017], [0.001, 0.014, -0.012]], "e_tot_ev": -110031.0466, "total_charge": -2, "multiplicity": 1, "e_above_lowest_kcal_mol": 34.48, "lumo_ev": 3.686}